Record 1
A single C3H7NO molecule. Source: the Open Molecules 2025 dataset; level of theory: ωB97M-V with the def2-TZVPD basis set.

Geometry (Å):
O: 0.56623 -0.74328 0.49565
N: -0.67280 1.17965 0.08801
C: -1.49653 -1.01411 -0.56994
C: -0.58114 -0.21652 -0.01499
C: 1.76388 -0.01747 0.25467
H: -1.53881 1.53191 -0.29888
H: 1.84034 0.87231 0.88966
H: -1.27932 -2.06227 -0.73154
H: -2.46951 -0.63059 -0.85712
H: 1.84057 0.29062 -0.79356
H: 2.57970 -0.70115 0.49841
H: -0.55262 1.51091 1.03961

Output
**SMILES**: C=C(N)OC
**2S+1**: 1

Atom charges from the Löwdin analysis, given in e for atoms 1 to 4: atom 1 (O): -0.104, atom 2 (N): 0.101, atom 3 (C): 0.048, atom 4 (C): -0.514

***

Record 2
A single C18H20N4O3S molecule in a non-equilibrium geometry. Source: the Open Molecules 2025 dataset; level of theory: ωB97M-V with the def2-TZVPD basis set.

Geometry (Å):
S: 0.95639 2.20306 0.04907
O: 3.42032 1.29812 2.50851
O: -5.85624 -2.90601 0.66171
O: -7.93780 -2.38339 0.73532
N: -6.76557 -2.10968 0.59074
N: -2.51766 0.60560 0.57289
N: -1.25235 0.86348 0.60689
N: 3.69785 0.48347 0.42975
C: 3.24346 -0.08410 -0.81796
C: 5.59743 -1.04863 0.55280
C: -5.10135 -0.35724 0.23591
C: 3.64219 -1.55976 -0.89815
C: 5.15740 -1.71408 -0.75263
C: -6.43267 -0.73233 0.30682
C: -7.45832 0.18493 0.10685
C: 1.43201 0.92598 1.26408
C: -3.36378 1.35593 -0.12006
C: 5.13665 0.40669 0.59419
C: -7.13145 1.50001 -0.16511
C: -2.90765 2.45023 -0.88215
C: -4.77616 0.96605 -0.05118
C: -0.75757 1.89712 -0.06080
C: 2.94215 0.91464 1.45818
C: -1.56584 2.73012 -0.85380
C: -5.80449 1.88895 -0.24463
C: 5.56647 -3.18305 -0.78751
H: -4.31969 -1.08119 0.40601
H: 6.68320 -1.08605 0.64962
H: -1.12710 3.54288 -1.41070
H: 6.64552 -3.27995 -0.69507
H: 5.25859 -3.64408 -1.72315
H: -5.57038 2.92500 -0.43697
H: 5.64094 -1.19518 -1.58890
H: 5.10241 -3.72698 0.03224
H: 5.61113 0.97478 -0.21397
H: 3.14435 -2.11078 -0.09711
H: -8.48398 -0.14391 0.16993
H: 0.97052 1.19504 2.21353
H: 5.16242 -1.58423 1.39906
H: 3.72257 0.46775 -1.63632
H: 1.03325 -0.02857 0.92503
H: -7.91385 2.22803 -0.31410
H: -3.58568 3.03170 -1.48757
H: 2.16705 0.02357 -0.92991
H: 5.38582 0.86779 1.55076
H: 3.30946 -1.97172 -1.85215

Output
**SMILES**: CC1CCN(C(=O)CSc2ccc(-c3cccc([N+](=O)[O-])c3)nn2)CC1
**2S+1**: 1

Atom charges from the Löwdin analysis, given in e for atoms 1 to 4: atom 1 (S): 0.996, atom 2 (O): 0.055, atom 3 (O): 0.090, atom 4 (O): 0.082

***

Record 3
A molecular structure, C19H28NO5Y in a non-equilibrium geometry. Source: the Open Molecules 2025 dataset; level of theory: ωB97M-V with the def2-TZVPD basis set.

Geometry (Å):
Y: -0.18767 -0.24413 2.00044
O: 0.03789 -1.57610 -2.42855
O: 1.14752 -1.91720 1.37032
O: 0.44759 -2.06568 3.51570
O: 2.13546 -3.32503 2.74854
O: 0.46780 0.34779 -0.29040
N: 1.26959 -2.48713 2.57697
C: 1.72872 0.44381 -1.08464
C: 0.24293 -1.58898 -4.84600
C: 2.30752 0.95072 2.70137
C: -1.51378 0.92779 -1.51379
C: -2.67037 0.49069 1.67635
C: 1.54257 0.82209 3.91577
C: 1.12904 -2.73797 -4.26638
C: -2.02219 -0.31850 3.73066
C: 0.43965 1.71757 3.82864
C: 0.74579 -2.78691 -2.76996
C: -2.53940 -0.93390 1.56830
C: 1.13250 1.64398 -1.87221
C: -0.55553 -1.06239 -3.64875
C: 0.53242 2.42507 2.58683
C: -0.17142 1.46247 -1.04429
C: -0.50165 2.72089 -0.21009
C: -2.31724 0.86053 2.99548
C: 1.70795 1.98373 1.92074
C: -2.09574 -1.42475 2.83624
H: -2.81544 -1.53311 0.70776
H: 1.81221 -0.44482 -1.71940
H: -0.01014 -3.57632 -2.69310
H: 1.71410 2.56662 -1.67609
H: 2.13648 2.40947 1.00632
H: -2.25828 1.88411 3.35479
H: -1.86023 -0.35400 4.80094
H: 2.18957 -2.52414 -4.38269
H: -2.21665 0.66161 -0.69577
H: -1.98047 1.65408 -2.22915
H: 1.86167 0.24925 4.80431
H: -0.18092 3.16782 2.25239
H: -0.62278 0.06257 -3.60146
H: -1.42627 -0.08425 -1.93011
H: 1.59341 -2.98901 -2.06548
H: -0.89146 3.44961 -0.93224
H: -0.31612 1.88196 4.59409
H: -1.31893 2.68088 0.54631
H: 0.92857 -3.68743 -4.78592
H: -0.45493 -1.93285 -5.62765
H: -2.98285 1.17251 0.88022
H: 0.37083 3.15791 0.25827
H: 0.81793 -0.75470 -5.25743
H: 1.04663 1.54558 -2.97858
H: -1.88030 -2.46573 3.03203
H: 3.23381 0.43690 2.46198
H: -1.57670 -1.52610 -3.67795
H: 2.64730 0.56308 -0.44371

Output
**2S+1**: 1

Atom charges from the Löwdin analysis, given in e for atoms 1 to 4: atom 1 (Y): 1.524, atom 2 (O): -0.206, atom 3 (O): -0.165, atom 4 (O): -0.100

***

Record 4
A single C4H4N2 molecule. Source: the Open Molecules 2025 dataset; level of theory: ωB97M-V with the def2-TZVPD basis set.

Geometry (Å):
N: 1.44816 -2.09507 0.54992
N: 0.65939 1.22254 0.89467
C: 0.21453 0.08688 0.14598
C: -0.85297 0.13963 -0.80275
C: 0.88392 -1.03548 0.31083
C: -1.73702 0.24874 -1.61482
H: 1.11022 1.86654 0.25492
H: 0.90318 -2.49564 1.31609
H: -0.13768 1.70026 1.30355
H: -2.49174 0.36162 -2.35840

Output
**SMILES**: C#CC(N)=C=N
**2S+1**: 1

Atom charges from the Löwdin analysis, given in e for atoms 1 to 4: atom 1 (N): 0.159, atom 2 (N): 0.054, atom 3 (C): -0.381, atom 4 (C): -0.109

***

Record 5
A gas-phase ion, CH4N2P (charge +1) in a non-equilibrium geometry. Source: the Open Molecules 2025 dataset; level of theory: ωB97M-V with the def2-TZVPD basis set.

Geometry (Å):
P: 2.30360 -0.01431 0.37926
N: 0.97075 -0.37034 -0.33657
N: -1.49624 -0.06789 0.32675
C: -0.52585 0.55868 -0.22203
H: -0.41862 1.36654 -0.78166
H: 3.11770 -0.79158 -0.40385
H: -1.45521 -0.89917 0.89590
H: -2.49613 0.21805 0.14219

Output
**SMILES**: [H]/P=N/C=[NH2+]
**2S+1**: 1
**Net charge**: +1

Atom charges from the Löwdin analysis, given in e for atoms 1 to 4: atom 1 (P): 0.845, atom 2 (N): -0.365, atom 3 (N): 0.197, atom 4 (C): 0.036

***

Record 6
2 unconnected molecules or ions with the total composition C3H4N2O in a non-equilibrium geometry. Source: the Open Molecules 2025 dataset; level of theory: ωB97M-V with the def2-TZVPD basis set.

Geometry (Å):
O: 2.37106 -0.16336 -0.44077
N: 0.08296 0.36667 -0.08312
N: -1.05019 -2.40001 1.63133
C: -1.00214 -1.28704 1.31968
C: -0.91987 0.12859 0.91978
C: 1.24919 0.06068 -0.19958
H: -1.89010 0.43574 0.52138
H: 0.59072 1.08121 -2.61957
H: 1.29319 1.04208 -2.86017
H: -0.72482 0.73545 1.81103

Output
**SMILES**: N#CCN=C=O.[H][H]
**2S+1**: 1

Atom charges from the Löwdin analysis, given in e for atoms 1 to 4: atom 1 (O): 0.158, atom 2 (N): 0.097, atom 3 (N): 0.152, atom 4 (C): -0.194

***

In the order shown, the computed relative energy (zero: lowest compared OMol25 entry of this formula, charge and spin) values come out to 157.22, 435.67, 97.59, 309.46, 213.12, 189.76 kJ/mol.
In the order shown, the computed HOMO-LUMO gap values come out to 0.34352, 0.30069, 0.30288, 0.34787, 0.31336, 0.42754 Ha.